(1)
{"formula": "C32H38BrIrN3OSb", "method": "ωB97M-V/def2-TZVPD", "e_above_lowest_ev": 0.830, "multiplicity": 2, "homo_lumo_gap_ev": [6.0, 6.8], "s2": 0.77, "total_charge": 3, "elements": ["H", "H", "H", "H", "C", "C", "C", "C", "H", "H", "N", "C", "H", "C", "H", "H", "C", "C", "C", "H", "C", "H", "C", "C", "H", "Sb", "O", "C", "H", "Br", "H", "C", "H", "C", "C", "H", "H", "H", "H", "C", "H", "H", "H", "C", "C", "H", "H", "C", "H", "H", "C", "H", "H", "C", "C", "C", "C", "H", "C", "C", "C", "N", "H", "C", "H", "C", "H", "H", "H", "H", "N", "H", "H", "C", "C", "H", "Ir"], "positions_angstrom": [[-2.720, 0.424, 4.475], [5.737, -1.765, -4.649], [3.815, -5.394, -2.052], [-2.191, 4.053, 2.271], [-2.664, -3.372, 0.693], [3.837, -2.354, -5.566], [-2.333, 0.964, 3.622], [3.224, -5.157, -1.169], [1.195, -3.268, 3.883], [1.508, -3.818, 0.480], [-1.624, -1.356, -0.021], [2.536, -0.968, -3.898], [-2.798, -0.231, -2.850], [-2.152, -1.492, -1.256], [4.962, -4.164, -5.089], [3.463, -4.459, -6.011], [-1.888, -0.445, -2.288], [3.376, -1.346, 2.167], [1.571, -2.526, 3.191], [3.649, -2.964, 3.545], [-3.173, -3.559, -0.589], [-2.871, -4.083, 1.481], [2.464, -0.577, 1.459], [2.761, -3.344, -3.473], [2.652, -0.822, -6.622], [-1.364, -1.820, 2.949], [0.852, -1.823, -0.817], [0.698, -1.729, 2.480], [4.432, -1.141, 2.051], [1.153, 0.802, -2.201], [-1.559, 0.494, -1.832], [1.526, -1.989, -1.885], [5.633, -1.496, -6.394], [5.080, -1.441, -5.457], [1.833, -4.606, -1.531], [3.112, -6.073, -0.588], [3.570, -1.908, -7.658], [0.016, -4.111, -0.426], [4.875, -3.775, -6.798], [-1.322, 2.295, 1.432], [2.725, -0.091, -4.502], [-1.186, 2.607, -0.691], [0.135, -5.161, -2.783], [1.023, -4.483, -0.236], [2.973, -1.857, -6.749], [0.324, 2.929, 0.201], [2.131, 1.231, 0.343], [2.036, -3.292, -2.299], [1.672, -5.822, -3.353], [-1.015, 4.063, 0.276], [-2.038, 2.990, 2.397], [-3.359, -2.686, -2.541], [2.088, -2.481, -6.880], [2.930, 0.512, 0.548], [-2.934, -2.599, -1.549], [-0.766, 3.005, 0.236], [1.829, -0.883, -2.757], [3.783, -4.435, -0.569], [-2.547, 2.333, 3.496], [-1.618, 0.300, 2.644], [2.939, -2.343, 3.013], [1.141, -0.800, 1.611], [-1.132, -0.782, -2.998], [1.091, -5.582, -2.463], [-3.105, 2.872, 4.250], [-1.904, -2.250, 0.947], [3.754, 1.059, 1.006], [0.941, -5.471, 0.218], [-3.763, -4.436, -0.824], [3.141, -4.307, -3.779], [-1.123, 0.958, 1.568], [3.291, 0.100, -0.395], [4.814, -0.395, -5.291], [4.305, -3.778, -5.871], [3.040, -2.247, -4.299], [0.896, -6.514, -1.932], [-0.051, -0.045, 0.118]]}


(2)
{"formula": "C32H38BrN5O2S3SeTi", "method": "ωB97M-V/def2-TZVPD", "e_above_lowest_ev": 0.755, "multiplicity": 3, "homo_lumo_gap_ev": [3.3, 4.8], "s2": 2.02, "total_charge": -2, "elements": ["C", "H", "H", "H", "C", "C", "H", "H", "H", "C", "H", "H", "H", "H", "N", "C", "C", "H", "H", "Br", "C", "C", "S", "C", "C", "H", "H", "Ti", "H", "N", "C", "H", "O", "C", "H", "C", "C", "H", "C", "C", "C", "H", "C", "H", "C", "N", "C", "H", "H", "H", "N", "C", "H", "C", "H", "C", "C", "H", "H", "C", "H", "H", "S", "H", "C", "C", "O", "Se", "C", "H", "C", "H", "H", "H", "H", "C", "H", "H", "S", "H", "C", "N", "C"], "positions_angstrom": [[4.248, 1.145, 1.582], [1.594, 2.300, -5.926], [-2.736, 6.151, 2.155], [0.161, -0.215, 5.027], [1.714, 1.584, 2.546], [-1.918, 2.816, 2.143], [3.565, -0.187, -4.005], [-1.160, -3.993, -2.903], [2.569, 0.951, -6.533], [0.326, -0.939, 4.231], [1.589, -3.045, -1.177], [2.103, -1.107, -3.588], [1.198, -1.555, 4.452], [0.729, 1.809, 2.941], [-2.243, -3.233, 3.337], [3.709, -2.880, -1.502], [-2.681, -2.893, 4.601], [-0.876, 3.511, -2.948], [0.479, -0.405, 3.305], [-0.956, 4.928, 0.333], [1.291, 1.364, -3.509], [-1.980, 4.210, 1.780], [2.349, 1.709, -2.270], [3.165, 0.414, 1.075], [-2.708, -1.752, -1.438], [-3.804, -4.506, 2.846], [-0.508, 0.420, -5.091], [-0.030, -0.114, 0.398], [-3.588, -3.292, 5.020], [2.336, -1.415, -0.198], [-2.859, -4.172, 2.421], [3.213, 2.009, -5.248], [-0.495, 1.899, 0.408], [3.398, -0.664, 0.099], [-2.202, -5.025, 2.253], [-1.591, -3.055, -3.276], [-0.909, 1.282, -4.569], [-1.081, 2.098, -5.281], [2.307, 1.524, -5.641], [-2.697, 2.464, 3.302], [-3.505, 4.729, 3.592], [-3.938, -3.543, -1.305], [-1.630, -2.000, -2.195], [-4.035, 3.041, 4.845], [-3.456, 3.375, 3.989], [-0.858, -1.772, 4.106], [4.064, 2.087, 2.576], [-1.810, -1.426, 6.000], [-3.029, -3.679, 1.463], [-2.585, -3.283, -3.669], [0.003, 1.696, -3.521], [-4.017, -2.498, -1.634], [-1.479, 2.060, -2.091], [1.846, 0.628, 1.524], [5.251, 0.979, 1.207], [-1.107, -2.570, 3.044], [-1.182, 1.781, 1.504], [4.906, 2.657, 2.954], [0.096, 2.715, -1.691], [-0.595, 2.550, -2.503], [5.495, -0.308, -0.274], [-2.679, 1.424, 3.598], [-2.669, -0.576, -0.148], [-4.798, -2.022, -1.043], [2.783, 2.296, 3.072], [4.650, -0.955, -0.459], [-1.126, 0.587, 2.036], [-0.121, -2.790, 1.502], [2.575, -0.500, -4.359], [2.613, 3.032, 3.852], [4.806, -2.065, -1.262], [-4.339, -2.512, -2.681], [5.772, -2.295, -1.697], [-4.107, 5.455, 4.125], [3.782, -3.770, -2.113], [2.495, -2.492, -0.963], [-0.960, -2.724, -4.105], [-1.858, 1.018, -4.102], [-0.110, -1.146, -1.944], [2.685, -1.093, -5.271], [-1.813, -1.978, 5.078], [1.706, 0.629, -4.665], [-2.741, 5.116, 2.477]]}


(3)
{"formula": "C32H38LuN8O5S3", "method": "ωB97M-V/def2-TZVPD", "e_above_lowest_ev": 0.000, "homo_lumo_gap_ev": 7.0, "total_charge": -1, "elements": ["C", "C", "C", "H", "C", "C", "N", "H", "H", "C", "H", "N", "N", "H", "C", "C", "S", "H", "C", "C", "H", "H", "H", "C", "H", "H", "C", "H", "O", "C", "C", "C", "N", "O", "C", "C", "H", "H", "O", "C", "C", "H", "C", "C", "H", "H", "H", "H", "H", "H", "O", "C", "H", "H", "C", "N", "H", "H", "C", "N", "H", "H", "S", "H", "C", "Lu", "H", "N", "C", "C", "C", "H", "N", "C", "O", "S", "H", "H", "H", "H", "H", "H", "H", "C", "C", "H", "C"], "positions_angstrom": [[4.106, 3.835, -1.769], [0.758, -4.584, -0.567], [3.946, 2.461, -1.740], [-5.168, 1.892, -1.984], [-2.867, 2.306, 0.108], [1.830, 2.668, -0.528], [-3.392, 2.753, 1.273], [-0.986, -5.843, -0.521], [2.478, 3.406, 2.307], [0.519, 4.765, 6.186], [1.252, 4.686, -0.102], [-5.926, -3.867, -4.839], [2.615, 0.494, 1.234], [4.970, 4.282, -2.244], [2.017, 4.069, -0.560], [3.129, 4.629, -1.160], [0.159, -0.108, 2.350], [3.813, -1.004, -2.158], [1.127, -3.252, -0.515], [2.646, 5.722, 5.619], [2.926, 0.170, -3.161], [-4.596, -0.415, -2.151], [-4.915, -5.288, -2.848], [1.722, 3.954, 4.251], [-5.224, 3.726, 1.688], [-2.317, 1.318, 2.364], [-4.924, 2.593, -1.183], [-4.225, 4.479, 0.428], [-3.740, -2.545, 1.193], [-0.603, -4.826, -0.477], [0.615, 3.911, 5.098], [2.882, -0.438, -2.258], [-1.518, -3.873, -0.337], [0.757, 2.144, -0.021], [-4.259, -3.718, -1.548], [2.686, 0.414, -1.036], [0.057, 1.002, -4.205], [-1.676, 2.596, -2.144], [-3.965, -0.299, 0.173], [-4.199, 3.950, 1.374], [1.786, 0.486, 2.217], [-5.927, -3.251, -5.635], [1.537, 5.677, 6.451], [-4.155, -2.342, -1.355], [1.465, 6.345, 7.301], [2.163, -2.930, -0.567], [-3.817, 1.884, 3.128], [1.485, -5.376, -0.669], [-0.349, 4.719, 6.833], [0.844, 2.825, 2.641], [-0.145, 0.205, -2.315], [-4.658, -1.480, -2.324], [-3.894, -4.385, -0.780], [-1.291, -0.118, -3.992], [-2.734, 2.392, -2.282], [-1.856, -1.501, -0.142], [4.696, 1.821, -2.196], [-3.755, 4.614, 2.120], [2.735, 4.865, 4.527], [0.243, -2.290, -0.376], [3.600, 4.901, 3.873], [-3.118, 3.019, -3.087], [-3.446, -1.644, 0.115], [0.355, -0.732, -4.086], [-2.948, 2.182, 2.534], [-0.170, 0.166, -0.293], [3.238, 5.708, -1.166], [2.357, -0.201, 0.050], [-0.257, 0.088, -3.686], [2.857, 1.872, -1.100], [-5.231, -1.979, -3.482], [-2.834, 1.338, -2.564], [-3.474, 2.699, -1.065], [-4.835, -4.215, -2.704], [-1.864, 1.599, 0.091], [2.455, 1.393, 3.636], [-5.390, 3.552, -1.423], [2.058, -1.145, -2.358], [-5.362, 2.202, -0.268], [-2.373, 2.925, 3.096], [-0.165, 3.184, 4.899], [-5.665, -4.808, -5.081], [-5.618, -1.298, -4.233], [1.823, 3.015, 3.084], [-5.317, -3.354, -3.689], [3.445, 6.426, 5.817], [-1.064, -2.613, -0.279]]}